No. 1
The following is a quantum chemistry calculation of a structure of composition C30H36N3 in a non-equilibrium geometry, from the Open Molecules 2025 dataset.

Computed properties:
Highest occupied orbital energy: -9.38 eV
HOMO-LUMO gap: 5.2 eV
Calculated total energy: -1328.67399 hartree
Spin multiplicity: 1
ΔE to the lowest compared entry with this formula, charge and spin: 283.07 kJ/mol
Total charge: +1

Each line ends with the natural charge from an NBO analysis.
Atoms and positions in Å:
C1 6.261 0.672 -0.824  -0.634
C2 4.827 1.124 -0.713  -0.008
C3 3.825 0.519 -1.481  -0.170
C4 2.473 0.864 -1.333  -0.029
C5 1.453 0.288 -2.247  -0.651
C6 2.134 1.830 -0.372  0.168
N1 0.802 2.292 -0.249  -0.390
C7 -0.329 1.544 -0.146  0.155
N2 -1.343 2.406 -0.399  -0.399
C8 -2.672 1.984 -0.476  0.175
C9 -3.002 0.896 0.344  -0.016
C10 -1.907 0.352 1.155  -0.786
C11 -4.348 0.501 0.391  -0.222
C12 -5.293 1.104 -0.449  -0.004
C13 -6.727 0.652 -0.406  -0.631
C14 -4.900 2.127 -1.321  -0.210
C15 -3.575 2.571 -1.369  -0.020
C16 -3.183 3.580 -2.410  -0.638
C17 -0.848 3.702 -0.641  -0.076
C18 0.465 3.632 -0.582  -0.069
C19 3.132 2.514 0.344  -0.012
C20 2.770 3.604 1.307  -0.640
C21 4.477 2.149 0.172  -0.213
H1 6.886 1.169 -0.068  0.220
H2 6.350 -0.415 -0.667  0.220
H3 6.708 0.879 -1.811  0.229
H4 4.091 -0.223 -2.232  0.204
H5 0.422 0.553 -1.960  0.233
H6 1.624 0.613 -3.288  0.231
H7 1.522 -0.804 -2.256  0.213
H8 -2.078 -0.696 1.482  0.163
H9 -0.834 0.465 0.511  0.285
H10 -1.785 0.942 2.093  0.224
H11 -4.657 -0.264 1.110  0.203
H12 -7.328 1.161 -1.170  0.222
H13 -6.813 -0.431 -0.577  0.217
H14 -7.192 0.850 0.572  0.226
H15 -5.624 2.588 -1.997  0.214
H16 -4.038 3.712 -3.083  0.228
H17 -2.987 4.576 -1.993  0.213
H18 -2.335 3.278 -3.042  0.229
H19 -1.495 4.536 -0.839  0.239
H20 1.199 4.388 -0.754  0.234
H21 3.635 3.820 1.944  0.226
H22 2.514 4.548 0.802  0.220
H23 1.941 3.323 1.971  0.227
H24 5.255 2.660 0.755  0.216
C22 -2.629 -2.889 0.979  -0.436
N3 -1.229 -3.293 0.779  -0.256
C23 -1.051 -4.750 0.739  -0.437
C24 -0.171 -2.506 0.999  0.303
C25 1.132 -3.111 1.219  -0.173
C26 1.681 -3.967 0.226  -0.178
C27 2.869 -4.664 0.456  -0.194
C28 3.598 -4.472 1.634  -0.163
C29 3.039 -3.693 2.653  -0.199
C30 1.816 -3.033 2.466  -0.165
H25 -3.261 -3.733 0.672  0.228
H26 -2.851 -2.679 2.043  0.242
H27 -2.909 -2.024 0.366  0.263
H28 -2.049 -5.212 0.793  0.232
H29 -0.597 -5.077 -0.211  0.237
H30 -0.427 -5.119 1.580  0.248
H31 -0.315 -1.447 1.184  0.266
H32 1.128 -4.119 -0.711  0.219
H33 3.242 -5.358 -0.309  0.235
H34 4.559 -4.972 1.776  0.239
H35 3.585 -3.564 3.591  0.240
H36 1.362 -2.458 3.279  0.231

---

No. 2
The following is a quantum chemistry calculation of the ion C30H36N3 with charge +1 in a non-equilibrium geometry, from the Open Molecules 2025 dataset.

Computed properties:
Highest occupied orbital energy: -10.76 eV
HOMO-LUMO gap: 7.9 eV
Calculated total energy: -1328.74082 hartree
Spin multiplicity: 1
ΔE to the lowest compared entry with this formula, charge and spin: 107.61 kJ/mol
Total charge: +1

Each line ends with the natural charge from an NBO analysis.
Atoms and positions in Å:
C1 3.959 2.497 -2.740  -0.622
C2 2.857 1.474 -2.618  -0.051
C3 1.861 1.512 -3.758  -0.618
N1 2.094 1.750 -1.405  -0.088
N2 0.894 2.278 -1.550  -0.009
N3 0.446 2.427 -0.308  -0.103
C4 -0.775 3.269 -0.127  -0.046
C5 -1.885 2.676 -0.973  -0.619
C6 -0.489 4.688 -0.602  -0.618
C7 1.334 2.003 0.618  0.206
C8 0.977 1.939 2.027  -0.129
C9 1.473 2.949 2.879  -0.200
C10 1.112 2.938 4.229  -0.188
C11 0.280 1.927 4.740  -0.205
C12 -0.219 0.927 3.883  -0.140
C13 0.124 0.917 2.528  -0.214
C14 2.483 1.642 -0.080  0.141
C15 3.738 1.076 0.435  -0.500
H1 4.585 2.287 -3.617  0.238
H2 3.514 3.498 -2.841  0.220
H3 4.589 2.497 -1.841  0.237
H4 3.276 0.475 -2.484  0.225
H5 2.394 1.404 -4.707  0.235
H6 1.131 0.700 -3.673  0.228
H7 1.318 2.461 -3.753  0.232
H8 -1.031 3.258 0.932  0.238
H9 -2.783 3.309 -0.925  0.236
H10 -1.552 2.608 -2.011  0.228
H11 -2.147 1.676 -0.623  0.222
H12 -1.400 5.302 -0.552  0.240
H13 0.282 5.161 0.011  0.220
H14 -0.145 4.664 -1.642  0.224
H15 2.083 3.744 2.427  0.224
H16 1.501 3.719 4.879  0.231
H17 0.017 1.919 5.803  0.235
H18 -0.863 0.141 4.280  0.224
H19 -0.263 0.158 1.831  0.228
H20 3.518 0.490 1.357  0.255
H21 4.410 0.677 -0.338  0.250
C16 8.618 -2.793 3.088  -0.637
C17 7.900 -1.534 2.701  0.012
C18 6.822 -1.062 3.456  -0.218
C19 6.098 0.053 3.035  -0.175
C20 6.346 0.694 1.793  -0.108
C21 5.312 1.689 1.252  -0.150
C22 5.753 2.912 0.527  0.006
C23 5.028 4.095 0.782  -0.222
C24 5.100 5.167 -0.079  -0.209
C25 6.013 5.163 -1.133  -0.004
C26 6.080 6.320 -2.076  -0.636
C27 6.886 4.075 -1.271  -0.212
C28 6.759 2.960 -0.455  -0.228
C29 7.615 0.390 1.233  -0.119
C30 8.323 -0.760 1.616  -0.234
H22 9.387 -3.050 2.356  0.221
H23 9.095 -2.740 4.074  0.232
H24 7.914 -3.628 3.126  0.226
H25 6.543 -1.598 4.364  0.221
H26 5.282 0.406 3.659  0.208
H27 4.703 1.985 2.138  0.213
H28 4.364 4.118 1.642  0.203
H29 4.445 6.029 0.062  0.216
H30 6.840 6.163 -2.844  0.222
H31 5.119 6.453 -2.583  0.219
H32 6.299 7.265 -1.563  0.230
H33 7.654 4.087 -2.049  0.222
H34 7.394 2.101 -0.645  0.212
H35 8.062 1.004 0.467  0.197
H36 9.214 -1.067 1.054  0.222